Entry 1:
{"formula": "H20O10", "method": "ωB97M-V/def2-TZVPD", "elements": ["O", "H", "H", "O", "H", "H", "O", "H", "H", "O", "H", "H", "O", "H", "H", "O", "H", "H", "O", "H", "H", "O", "H", "H", "O", "H", "H", "O", "H", "H"], "positions_angstrom": [[1.281, 2.722, -0.478], [0.741, 1.918, -0.382], [0.689, 3.393, -0.829], [-2.257, 0.760, -2.756], [-1.311, 0.595, -2.698], [-2.327, 1.635, -3.150], [0.923, -2.316, 2.226], [0.899, -2.828, 1.409], [0.121, -1.781, 2.223], [-1.469, -0.456, 1.997], [-1.881, -0.218, 2.834], [-2.201, -0.504, 1.371], [0.124, -3.606, -0.281], [0.376, -4.097, -1.071], [-0.463, -4.203, 0.195], [-2.632, 2.084, 0.001], [-1.995, 2.686, 0.396], [-2.139, 1.618, -0.687], [1.805, -1.502, -1.736], [1.244, -1.366, -2.507], [1.514, -2.344, -1.367], [3.091, 1.205, -2.055], [2.770, 0.338, -1.789], [2.527, 1.833, -1.572], [0.273, 1.922, 3.579], [0.191, 1.021, 3.253], [0.246, 1.839, 4.537], [-0.033, 0.247, -0.360], [0.102, -0.570, -0.856], [-0.209, -0.026, 0.550]], "atomic_forces_ev_per_a": [[-0.18, 0.05, 0.04], [0.10, -0.02, -0.02], [0.04, 0.06, -0.02], [0.10, 0.01, 0.11], [0.05, 0.04, 0.00], [-0.07, 0.01, -0.06], [0.06, -0.03, 0.15], [0.01, 0.16, 0.01], [-0.09, -0.07, -0.10], [-0.04, -0.25, 0.13], [0.01, 0.11, 0.02], [-0.01, 0.18, -0.09], [0.00, -0.07, -0.24], [-0.05, -0.17, 0.05], [-0.04, 0.02, 0.06], [0.01, 0.04, 0.03], [0.01, -0.03, 0.12], [-0.09, -0.13, -0.07], [-0.35, -0.15, -0.16], [0.22, -0.05, -0.22], [0.16, 0.13, 0.18], [-0.13, 0.05, -0.15], [0.11, -0.04, 0.12], [0.16, -0.05, -0.01], [-0.18, -0.01, 0.03], [0.13, -0.02, -0.09], [0.07, 0.02, 0.03], [-0.41, 0.01, -0.13], [0.43, 0.13, 0.24], [-0.05, 0.08, 0.06]], "lowdin_charge": [-0.056, -0.002, 0.048, -0.047, 0.024, 0.052, -0.060, -0.011, -0.015, -0.046, 0.071, 0.068, -0.047, 0.059, 0.068, -0.062, 0.033, -0.018, -0.032, 0.062, 0.019, -0.077, -0.017, -0.013, -0.048, 0.007, 0.035, -0.046, 0.029, 0.022], "e_lumo_ev": -0.39, "gap_ev": 9.78, "homo_energy_ev": -10.167, "smiles": "O.O.O.O.O.O.O.O.O.O", "fmax_ev_per_a": 0.51}

---

Entry 2:
{"formula": "H20O10", "method": "ωB97M-V/def2-TZVPD", "elements": ["O", "H", "H", "O", "H", "H", "O", "H", "H", "O", "H", "H", "O", "H", "H", "O", "H", "H", "O", "H", "H", "O", "H", "H", "O", "H", "H", "O", "H", "H"], "positions_angstrom": [[2.152, -2.768, -2.457], [1.911, -2.971, -1.548], [3.026, -2.374, -2.470], [-3.194, -0.566, -1.293], [-3.344, 0.246, -0.786], [-3.278, -1.362, -0.725], [-0.711, 2.997, 2.992], [-1.375, 2.317, 3.018], [0.029, 2.518, 2.533], [-2.481, -2.888, -1.271], [-2.684, -2.429, -2.085], [-2.325, -3.822, -1.415], [1.423, -0.638, 3.202], [1.852, -0.886, 4.023], [1.969, -0.112, 2.636], [1.124, 1.742, 1.484], [1.427, 2.494, 0.961], [1.848, 1.504, 2.066], [0.765, -0.575, -3.387], [0.625, -1.224, -2.680], [0.038, 0.061, -3.294], [-3.127, 1.696, 1.227], [-3.313, 1.832, 2.156], [-2.173, 1.567, 1.205], [3.184, 2.818, -0.567], [3.993, 2.438, -0.945], [2.662, 2.014, -0.712], [0.607, -1.777, -0.111], [0.465, -0.829, -0.168], [-0.211, -2.090, 0.250]], "atomic_forces_ev_per_a": [[-0.61, -0.19, -0.38], [0.24, 0.06, 0.31], [0.25, 0.03, 0.19], [0.17, 0.21, -0.05], [-0.29, -0.11, 0.29], [-0.06, 0.60, 0.15], [0.81, -0.07, -0.44], [-0.65, -0.34, 0.44], [-0.37, 0.50, 0.31], [0.24, 0.07, 0.80], [0.08, -0.41, -0.68], [-0.09, -0.22, -0.34], [-1.32, -0.46, 0.15], [0.45, 0.25, -0.15], [0.89, -0.19, 0.07], [-0.23, -0.16, -0.40], [0.32, 0.13, 0.06], [0.22, 0.42, 0.03], [-0.24, 0.57, 0.24], [0.35, -0.50, 0.13], [-0.12, -0.03, -0.34], [0.36, -0.33, -0.39], [-0.45, 0.07, 0.26], [0.06, 0.13, -0.12], [0.07, -1.31, -0.37], [0.46, 0.87, 0.18], [-0.56, 0.34, 0.15], [0.67, 0.40, -0.63], [0.20, 0.26, 0.15], [-0.85, -0.60, 0.39]], "lowdin_charge": [0.011, 0.036, 0.070, 0.062, 0.062, 0.059, 0.029, 0.015, 0.011, -0.016, 0.049, 0.080, -0.030, 0.056, -0.011, -0.032, 0.060, 0.053, 0.135, 0.038, 0.094, -0.022, 0.046, 0.023, -0.051, 0.057, 0.021, 0.009, 0.042, 0.041], "e_lumo_ev": [-3.40, -11.38], "gap_ev": [11.38, 2.15], "homo_energy_ev": [-14.778, -13.529], "spin_multiplicity": 2, "charge": 1, "fmax_ev_per_a": 1.40}

---

Entry 3:
{"formula": "H20O10Xe", "method": "ωB97M-V/def2-TZVPD", "elements": ["Xe", "O", "H", "H", "O", "H", "H", "O", "H", "H", "O", "H", "H", "O", "H", "H", "O", "H", "H", "O", "H", "H", "O", "H", "H", "O", "H", "H", "O", "H", "H"], "positions_angstrom": [[-6.351, 14.461, 6.043], [-9.765, 14.437, 7.645], [-9.490, 13.880, 6.917], [-9.596, 15.329, 7.342], [-6.704, 11.730, 2.806], [-6.616, 11.241, 1.988], [-6.161, 12.508, 2.680], [-7.404, 10.373, 6.995], [-7.700, 9.491, 6.769], [-6.719, 10.567, 6.355], [-9.018, 17.025, 6.871], [-8.356, 17.693, 6.696], [-9.814, 17.362, 6.459], [-5.410, 14.511, 2.744], [-5.544, 15.363, 3.159], [-4.559, 14.217, 3.067], [-9.024, 13.001, 3.836], [-9.430, 12.433, 4.491], [-8.114, 12.707, 3.793], [-6.116, 11.912, 8.960], [-6.537, 11.164, 8.535], [-6.783, 12.598, 8.953], [-3.319, 16.501, 5.384], [-3.952, 16.873, 4.770], [-3.327, 15.562, 5.198], [-3.528, 12.337, 7.373], [-3.002, 13.010, 7.805], [-4.316, 12.266, 7.912], [-3.177, 13.742, 4.969], [-2.922, 12.966, 4.470], [-3.616, 13.394, 5.745]], "atomic_forces_ev_per_a": [[-0.20, 0.03, 0.19], [-0.24, -0.50, 0.33], [0.04, -0.12, -0.21], [0.31, 0.36, -0.03], [0.16, -0.32, 0.30], [-0.15, -0.16, -0.18], [0.18, 0.64, -0.05], [-0.10, 0.09, 0.15], [-0.14, -0.27, 0.02], [0.24, 0.15, -0.30], [-0.07, 0.04, -0.01], [0.28, 0.08, 0.04], [-0.29, 0.12, -0.14], [-0.15, -0.32, -0.47], [-0.17, 0.14, 0.09], [0.41, 0.02, 0.33], [-0.44, 0.44, 0.21], [-0.15, -0.16, 0.12], [0.32, -0.31, -0.33], [0.71, 0.31, 0.20], [-0.34, -0.42, -0.28], [-0.22, 0.24, 0.02], [-0.03, 0.56, 0.19], [-0.09, 0.21, -0.08], [0.23, -0.55, -0.15], [0.24, 0.06, -0.54], [0.27, 0.14, 0.20], [-0.75, -0.16, 0.50], [0.08, 0.38, -0.82], [0.25, -0.18, -0.04], [-0.20, -0.53, 0.72]], "lowdin_charge": [0.462, -0.083, -0.010, -0.036, -0.050, 0.051, 0.001, -0.042, 0.054, 0.046, -0.063, 0.049, 0.055, -0.088, 0.007, 0.010, -0.083, 0.025, -0.045, -0.066, -0.003, 0.030, -0.081, 0.014, -0.051, -0.065, 0.057, -0.006, -0.099, 0.063, -0.051], "e_lumo_ev": 0.05, "gap_ev": 10.83, "homo_energy_ev": -10.779, "fmax_ev_per_a": 0.92}